Entry from OMol25: CF3O2SYb as an isolated structure (the ωB97M-V functional and the def2-TZVPD basis).

total charge	0
HOMO-LUMO gap (alpha / beta)	0.2231 / 0.2239	Ha
spin multiplicity	2
E_tot	-55646.213	eV
expectation value of S²	0.758

```
8
Properties=species:S:1:pos:R:3:forces:R:3
O 3.431 -0.131 1.328 -0.2 -0.5 0.1
Yb 2.171 -1.862 1.346 -1.2 1.1 -0.5
S -0.535 -0.994 -0.790 0.1 -0.2 0.2
O 0.035 -1.262 0.699 1.2 -0.5 0.0
C -1.116 0.718 -0.670 -1.5 0.1 0.0
F -2.372 0.877 -1.230 0.9 -0.4 0.2
F -1.252 1.029 0.624 0.4 0.5 -0.3
F -0.363 1.625 -1.308 0.2 0.0 0.4
```
Positions in Å, forces in eV/Å.